# 1
Computed, not measured: the molecule C3H5N3, with ωB97M-V/def2-TZVPD.

Geometry as XYZ:
```
11
Properties=species:S:1:pos:R:3:forces:R:3
C 0.0262 -0.0864 -1.6835 0.0066 0.0199 0.0299
C -0.0075 -0.0576 -0.1914 -0.0507 0.2088 0.0551
C 0.7917 -0.6045 0.8306 0.0141 -0.0127 0.0134
N 0.3467 -0.1667 2.0062 -0.0668 -0.0216 -0.1994
N -0.6702 0.6012 1.6731 -0.0845 0.0166 0.2497
N -0.9361 0.7002 0.3889 0.1522 -0.0505 0.0485
H -0.9686 0.2424 -1.9927 0.1722 -0.2093 -0.2933
H 0.7478 0.6396 -2.0705 -0.0222 -0.1146 0.0523
H 0.2709 -1.0662 -2.1039 -0.1400 0.1404 0.1267
H 1.6337 -1.2810 0.7850 -0.1156 0.1348 -0.0597
H -1.2347 1.0789 2.3583 0.1346 -0.1119 -0.0231
```
Positions in Å, forces in eV/Å.

highest occupied orbital energy	-9.78	eV
E_tot	-7661.643	eV
structure (SMILES)	Cc1cn[nH]n1
energy relative to the best compared isomer or geometry (same formula, charge and spin)	18.74	kcal per mole

natural (NBO) atomic charge list, values in e, 8 entries:
1. C -0.639
2. C 0.085
3. C -0.110
4. N -0.231
5. N -0.156
6. N -0.250
7. H 0.236
8. H 0.224


# 2
Computed, not measured: a structure of composition C9H19F3LaNO3PSi at a distorted geometry, with ωB97M-V/def2-TZVPD.

Geometry as XYZ:
```
38
Properties=species:S:1:pos:R:3:forces:R:3
C 4.3834 2.5475 1.6955 -0.4938 -1.2958 -1.0795
C 3.2207 2.4419 0.7095 0.4585 -0.4478 0.9445
O 3.0051 3.3502 0.0089 -0.5106 1.6544 -1.3554
O 2.5196 1.3153 0.7716 -0.1437 -0.9243 0.1473
C 3.0179 0.2378 -0.0930 -0.3500 0.4089 0.0097
C 2.6134 -1.0726 0.4911 0.0957 0.0455 0.1374
C 1.1172 -1.3010 0.6454 -0.1151 0.1882 -0.0687
C 0.3038 -0.9052 -0.5860 -0.3901 -0.2115 -0.6087
Si -1.4474 -1.4990 -0.3895 0.7523 -0.1313 1.6702
C -2.4238 -0.6943 0.9493 -0.4325 -0.1524 -0.6696
C -3.9463 -0.6861 0.7205 0.1898 0.1211 0.0744
C -4.4645 0.7169 0.6782 -0.3777 0.7665 0.1465
F -5.7835 0.7687 0.5144 0.3388 -0.0736 0.0392
F -3.8980 1.3605 -0.3969 0.0181 -0.0551 0.0744
F -4.1363 1.4284 1.7703 -0.0726 -0.2877 -0.4012
P -2.5510 -0.7846 -2.4074 0.2381 0.3095 0.0324
N -1.4689 -0.6431 -3.6147 -0.6746 -0.1367 -0.3317
O -3.6835 -1.7821 -2.7628 0.1261 -0.3136 -0.1373
H 4.4530 1.6154 2.2916 0.0849 -0.3190 -0.0121
H 4.1164 3.4669 2.4189 -5.6883 0.0545 -4.8445
H 5.2885 2.7064 1.0942 0.2730 -0.0245 -0.2073
H 4.0909 0.3092 -0.1846 0.4887 0.0045 0.1039
H 2.6091 0.4115 -1.0756 -0.1715 0.0808 -0.3950
H 3.0620 -1.8541 -0.1039 0.1208 -0.2826 -0.3369
H 3.0686 -1.1436 1.4687 0.1262 -0.2058 0.3845
H 0.9824 -2.3516 0.8555 -0.1123 -0.4203 0.2072
H 0.7612 -0.7479 1.5003 -0.1780 0.1874 0.3825
H 0.3089 0.1594 -0.7732 0.0256 0.4642 0.0939
H 0.7214 -1.3669 -1.4721 0.1993 -0.2055 -0.3415
H -1.5620 -2.9745 -0.3589 -0.2456 0.0229 -0.5435
H -2.2131 -1.2260 1.8647 0.2800 -0.1796 0.3906
H -2.0517 0.3130 1.0472 0.1600 0.4424 0.2127
H -4.4622 -1.2299 1.4908 -0.2603 -0.1805 0.3558
H -4.2547 -1.1214 -0.2211 -0.1639 -0.2991 -0.2626
H -1.5078 0.2165 -4.1591 0.5364 0.2936 0.0526
H -1.3935 -1.4474 -4.2360 0.1290 -0.0014 -0.2424
H -3.7384 -2.0575 -3.6950 -0.5109 -0.2199 -0.1272
La 5.3431 3.5233 3.5433 6.2503 1.3237 6.5056
```
Positions in Å, forces in eV/Å.

highest occupied orbital energy	-14.64	eV
E_tot	-43417.680	eV
net charge	+3
energy relative to the best compared isomer or geometry (same formula, charge and spin)	0.00	kcal per mole

Mulliken atomic charge list, values in e, 8 entries:
1. C -0.560
2. C 0.485
3. O -0.409
4. O -0.296
5. C -0.564
6. C -1.016
7. C -0.892
8. C -0.554


# 3
Computed, not measured: the ion C7H7N4 with charge +1 at a distorted geometry, with ωB97M-V/def2-TZVPD.

Geometry as XYZ:
```
18
Properties=species:S:1:pos:R:3:forces:R:3
C -1.7274 1.2582 0.4180 -2.8061 2.3622 1.6304
C -1.3858 0.3289 -0.4329 0.3224 -0.0098 0.4211
C -0.0244 0.0658 -0.2699 6.1486 -4.2259 -2.0912
N 1.0165 0.7606 0.3836 -2.4248 -0.2551 -0.9774
C 2.1759 0.2218 0.9720 -2.4019 -6.0250 -3.0175
N 2.4923 -1.1026 0.9065 -0.0778 3.2198 0.1425
C 1.7530 -1.9398 0.1579 -1.8180 2.2236 -0.2284
N 1.5826 -3.1062 -0.1761 -0.3536 -2.9914 0.3693
C 0.2299 -3.3806 -0.7670 2.9159 5.9735 1.2982
N -0.3780 -2.2801 -1.0328 0.6117 -0.0232 -1.2024
C 0.5410 -1.1518 -0.8778 -1.2328 -1.3050 1.2553
H -2.7978 1.6293 0.4613 1.6007 -0.1961 0.2838
H -0.9396 1.6491 1.1155 -1.6781 -0.0765 -0.4709
H -1.9928 -0.2544 -1.1188 0.1878 0.2273 0.1131
H 0.6221 1.6721 0.5712 1.4703 0.5663 0.7087
H 2.8287 0.8460 1.4264 1.6438 2.0173 1.6369
H -0.1119 -4.3353 -0.7815 -0.9502 -2.6381 -0.2543
H 1.4045 -1.2392 -1.6050 -1.1578 1.1562 0.3828
```
Positions in Å, forces in eV/Å.

highest occupied orbital energy (alpha / beta)	-13.38 / -13.38	eV
E_tot	-13321.079	eV
net charge	+1
structure (SMILES)	C=CC1=[NH+]C=NC2=NC=N[C@H]21
energy relative to the best compared isomer or geometry (same formula, charge and spin)	123.73	kcal per mole

natural (NBO) atomic charge list, values in e, 8 entries:
1. C -0.168
2. C -0.314
3. C 0.381
4. N -0.551
5. C 0.351
6. N -0.413
7. C 0.505
8. N -0.388


# 4
Computed, not measured: a structure of composition C43H51BrIN6O8S3W at a distorted geometry, with ωB97M-V/def2-TZVPD.

Geometry as XYZ:
```
114
Properties=species:S:1:pos:R:3:forces:R:3
W -0.7234 0.1488 0.2677 -0.1582 0.0270 0.1200
C -2.6508 -0.0390 -0.8760 -0.7914 0.5171 0.3012
C -2.9530 -0.2747 0.5244 -0.5366 0.3582 -0.3105
C -2.6844 0.9784 1.2082 -0.4526 -0.0202 -0.0372
C -2.2672 1.9045 0.1913 -0.4992 -0.2688 -0.0811
C -2.2705 1.3079 -1.0826 -0.3882 0.0016 -0.2945
C -2.0922 1.9966 -2.4251 0.2248 -0.0126 0.0665
C -3.4897 2.1349 -3.0431 -0.0534 0.0767 0.0039
C -1.4631 3.3782 -2.2338 -0.0088 0.0516 0.0977
C -1.1985 1.1744 -3.3571 -0.1064 -0.0809 -0.0950
C -2.9181 1.4544 2.6569 0.1651 -0.0540 -0.0069
C -2.6934 2.9722 2.7328 0.0086 0.0489 -0.0100
C -4.3663 1.2023 3.0967 -0.1193 0.0867 -0.1421
C -1.9452 0.8058 3.6516 -0.1393 -0.0330 0.1542
C -3.7986 -1.5037 0.8895 0.3105 -0.2641 0.1034
C -3.5654 -2.6265 -0.1427 -0.0979 0.0559 0.0161
C -3.4961 -2.1027 2.2676 -0.1064 0.0166 0.0363
C -5.2813 -1.1010 0.7876 -0.0647 0.0484 -0.0821
H -2.8953 -0.7192 -1.6681 0.3639 -0.3177 -0.1113
H -2.0907 2.9496 0.3587 0.4656 0.0360 0.1178
H -4.1599 2.6826 -2.3746 0.0169 -0.0311 -0.0589
H -3.9307 1.1550 -3.2472 0.0264 0.0759 0.0086
H -3.4230 2.6849 -3.9861 -0.0175 -0.0622 0.0717
H -2.1174 4.0450 -1.6614 0.0873 -0.0524 -0.0701
H -1.2875 3.8403 -3.2083 0.0018 -0.0109 0.0698
H -0.4967 3.3073 -1.7186 -0.0753 0.0152 -0.0771
H -1.5961 0.1643 -3.5111 0.0482 0.0793 0.0119
H -0.1887 1.0974 -2.9611 0.0721 0.0070 -0.0206
H -1.1372 1.6578 -4.3371 -0.0390 -0.0481 0.1007
H -3.3829 3.5140 2.0768 0.0742 -0.0167 0.0866
H -1.6638 3.2489 2.4834 -0.0981 -0.0069 -0.0038
H -2.8824 3.3032 3.7559 0.0328 -0.0206 -0.0475
H -5.0691 1.5628 2.3386 0.0351 -0.0332 0.1067
H -4.5570 1.7545 4.0198 0.0287 -0.0390 -0.0453
H -4.5749 0.1538 3.2939 -0.0049 0.0685 -0.0083
H -0.9625 1.2623 3.5850 0.1310 0.0060 -0.0218
H -1.8338 -0.2654 3.4975 0.0236 -0.0191 0.0140
H -2.3037 0.9624 4.6734 0.0080 0.0072 -0.0778
H -2.5061 -2.7909 -0.3337 0.0325 -0.0444 0.0097
H -4.0724 -2.4209 -1.0898 0.0767 -0.0108 0.0535
H -3.9884 -3.5536 0.2502 -0.0021 0.0505 -0.0337
H -2.5713 -2.6765 2.2371 0.0598 0.0218 0.0147
H -4.3036 -2.7877 2.5444 0.0746 0.0475 -0.0314
H -3.4064 -1.3586 3.0540 -0.0745 -0.0727 -0.0491
H -5.4537 -0.4709 -0.0925 -0.0087 -0.1119 0.0856
H -5.6328 -0.5644 1.6659 0.0193 -0.0052 -0.0698
H -5.8883 -2.0058 0.6796 0.0610 0.1033 0.0417
O 0.9069 4.2443 1.2185 0.0917 0.1331 0.1060
C 1.7082 3.8637 2.2433 -0.0492 -0.0921 -0.0318
C 2.4345 4.8729 2.8698 0.0461 0.0865 0.0288
C 3.2766 4.5779 3.9212 -0.0110 0.0094 0.0172
C 3.4016 3.2683 4.3871 0.0766 -0.0295 0.0761
C 2.6872 2.2642 3.7753 -0.0526 -0.0266 -0.0759
C 1.8351 2.5382 2.6938 -0.0177 0.1183 -0.1012
C 1.0974 1.4304 2.0776 -0.2358 0.1092 -0.0092
O 0.2913 1.6929 1.0466 0.1301 0.1127 0.0921
N 1.1840 0.2449 2.5502 -0.0928 -0.2997 0.0281
N 0.4070 -0.6862 1.8200 0.7521 -0.2502 0.6567
C 0.6062 -1.8879 2.3097 -0.0709 0.2692 0.0557
S 1.5513 -2.0278 3.7530 0.0381 -0.0767 0.0635
C 1.5800 -3.8360 3.7294 0.0867 0.0206 0.0360
C 0.2723 -4.3163 3.1500 -0.1077 -0.0479 0.0486
S -0.0199 -3.3622 1.6413 -0.0071 0.0999 -0.1847
H 0.5244 3.4484 0.8219 -0.0382 -0.1452 -0.0658
H 2.3156 5.8863 2.5059 0.0273 -0.0505 0.0099
H 3.8455 5.3738 4.3871 -0.0492 -0.0301 -0.0053
H 4.0546 3.0417 5.2222 -0.0538 0.0293 -0.0937
H 2.7648 1.2371 4.1119 0.0308 0.0794 -0.0223
H 1.7241 -4.1773 4.7535 -0.0154 -0.0151 0.0042
H 2.4294 -4.1471 3.1219 -0.0065 -0.0684 -0.0142
H -0.5587 -4.1442 3.8349 0.0299 -0.0420 0.0259
H 0.2971 -5.3696 2.8699 0.0141 0.0364 -0.0056
S 3.3500 -1.2851 0.6165 0.3900 -0.0139 0.0757
C 4.9058 -1.5945 0.0620 0.0890 0.0129 -0.0893
N 5.3493 -2.7590 -0.4627 0.1755 -0.0493 -0.0483
C 6.7955 -2.7579 -0.7249 -0.1917 0.0980 0.0963
C 7.1524 -1.2695 -0.5533 -0.2170 0.1200 0.0811
N 5.9266 -0.7243 0.0460 0.2241 -0.1082 -0.0803
H 4.8166 -3.6009 -0.3471 -0.0634 -0.0489 0.0912
H 7.0118 -3.1187 -1.7263 0.0043 -0.0181 -0.0729
H 7.3259 -3.3825 -0.0069 -0.0319 -0.0269 0.0622
H 7.3709 -0.7860 -1.5040 -0.0745 -0.0202 -0.0336
H 7.9990 -1.1288 0.1135 0.0367 0.0050 0.0410
H 5.7664 0.2607 0.1543 -0.0734 0.0521 0.0893
O -0.3446 -1.7412 -0.6472 -0.2421 -0.1245 0.0248
C 0.6399 -1.2526 -1.2951 -0.1262 0.3025 0.0808
O 0.8085 -0.0043 -1.1250 0.8206 -0.5128 -0.5840
C 1.4854 -2.0974 -2.1432 0.0585 0.2110 -0.0548
C 1.0386 -3.3467 -2.5170 -0.3846 -0.3089 0.0042
C 1.8746 -4.1542 -3.2603 -0.2318 -0.2479 -0.1248
C 3.1517 -3.7781 -3.5984 0.2721 -0.1912 -0.0627
C 3.5765 -2.5331 -3.1797 0.0615 0.1635 -0.0227
C 2.7584 -1.6663 -2.4876 0.3016 0.3203 0.0305
N 4.9864 -2.1490 -3.4187 0.0418 -0.1510 -0.0291
O 5.3263 -1.0329 -3.0870 -0.0770 -0.0892 -0.1090
O 5.7206 -2.9975 -3.8916 -0.2202 0.2564 0.0944
N 1.3783 -5.4838 -3.6998 -0.0082 -0.1562 -0.0191
O 2.1805 -6.2379 -4.2122 -0.1884 0.2795 0.1378
O 0.2013 -5.7242 -3.5118 0.2897 0.0978 -0.0017
H 0.0566 -3.7031 -2.2353 0.0251 0.0346 -0.0311
H 3.8020 -4.4418 -4.1476 0.0232 -0.0124 -0.0170
H 3.1227 -0.6990 -2.1641 -0.0577 -0.0091 -0.0936
Br 2.5145 1.4376 -4.5057 0.0920 -0.1420 0.1192
C 2.3055 3.2098 -3.8854 -0.0614 0.1090 0.1220
C 1.9557 4.1634 -4.8355 -0.0089 0.0544 0.0159
C 1.7653 5.4841 -4.4599 -0.0277 -0.0242 -0.0406
C 1.9038 5.8500 -3.1290 -0.0062 0.0475 0.0481
C 2.2558 4.9010 -2.1818 -0.0450 0.0177 -0.0154
C 2.4717 3.5743 -2.5514 0.0367 0.1109 0.0867
I 3.0429 2.2699 -1.0135 0.2153 0.0270 -0.3419
H 1.8398 3.8618 -5.8691 0.0133 0.0166 0.0579
H 1.5075 6.2242 -5.2090 0.0051 -0.0745 0.0557
H 1.7432 6.8782 -2.8234 0.0256 -0.0959 -0.0239
H 2.3574 5.1827 -1.1403 0.0144 -0.0124 -0.0643
```
Positions in Å, forces in eV/Å.

highest occupied orbital energy (alpha / beta)	-10.25 / -10.50	eV
E_tot	-183206.809	eV
multiplicity	3
net charge	+1
⟨S²⟩	2.02
energy relative to the best compared isomer or geometry (same formula, charge and spin)	0.00	kcal per mole

Mulliken atomic charge list, values in e, 8 entries:
1. W 1.443
2. C -0.750
3. C 0.373
4. C 0.456
5. C -0.476
6. C -0.514
7. C 2.169
8. C -1.865


# 5
Computed, not measured: the ion C5H12NOS with charge -1 at a distorted geometry, with ωB97M-V/def2-TZVPD.

Geometry as XYZ:
```
20
Properties=species:S:1:pos:R:3:forces:R:3
C -2.8801 0.6220 0.2494 -1.0507 -0.0131 0.4058
S -1.5501 1.2166 1.3649 0.2639 -1.6872 -0.8636
C -0.5542 -0.3969 1.3001 0.2222 1.0436 0.0847
C 0.9562 -0.1077 1.1192 0.5481 -1.0478 0.6804
C 1.5506 -0.1984 -0.2849 -1.8203 1.5527 -1.7828
N 0.9499 -1.4034 -0.8967 1.0185 -1.0345 0.6028
C 1.2744 1.0020 -1.3891 -1.1858 0.0019 1.6398
O 2.4089 1.4736 -1.8219 0.7692 0.3710 -0.7933
H -2.6249 -0.1827 -0.4482 0.6192 0.1968 0.3224
H -3.6775 0.2115 0.9059 0.1835 0.3666 -0.6060
H -3.2816 1.4155 -0.3995 0.1169 0.0113 0.5551
H -0.7560 -1.0331 2.1701 0.0788 0.5222 0.1837
H -0.9507 -0.9647 0.4647 0.2448 0.2225 -0.2513
H 1.5085 -0.9057 1.6585 -0.3875 -0.0519 0.1367
H 1.3009 0.7747 1.6633 -0.3091 0.3352 -0.2826
H 2.6434 -0.1157 -0.2525 -0.0855 -0.5148 0.1142
H 1.4132 -2.2056 -0.4566 -0.3148 -0.0919 -0.3122
H 1.1134 -1.4889 -1.9015 0.2075 0.4408 0.4056
H 0.5709 1.8284 -0.9187 0.5928 -1.0518 -0.2398
H 0.5847 0.4584 -2.1265 0.2884 0.4285 0.0006
```
Positions in Å, forces in eV/Å.

highest occupied orbital energy	-2.26	eV
E_tot	-19751.100	eV
net charge	-1
structure (SMILES)	CSCC[C@@H](N)C[O-]
energy relative to the best compared isomer or geometry (same formula, charge and spin)	72.18	kcal per mole

natural (NBO) atomic charge list, values in e, 8 entries:
1. C -0.743
2. S 0.127
3. C -0.482
4. C -0.424
5. C -0.115
6. N -0.872
7. C 0.034
8. O -0.936


# 6
Computed, not measured: a structure of composition C6H6NO2P2 at a distorted geometry, with ωB97M-V/def2-TZVPD.

Geometry as XYZ:
```
17
Properties=species:S:1:pos:R:3:forces:R:3
C 0.9414 -1.2275 -0.0843 -1.7394 -0.1165 -0.0680
C 0.4350 -2.5192 -0.0384 4.5931 -1.7544 -0.1678
C 0.1830 -0.0738 -0.0295 -1.8843 2.2721 0.5694
C -1.1600 -0.3199 0.0062 0.5218 -1.2294 -0.1400
C -0.8506 -2.9602 0.0343 -1.4839 0.2856 0.4104
C 0.5366 1.4177 0.0077 1.9662 -0.5212 -1.9998
N -4.6449 0.8447 0.6742 -0.6669 0.1073 0.3174
O -2.4978 1.6514 -0.2767 3.3172 0.7137 0.5629
O -1.3160 -4.0869 0.0636 -0.1682 -0.3468 -0.0535
P -3.6016 0.6835 -0.4782 -2.9422 -0.3828 -1.0688
P -2.2072 -1.5759 0.0313 -0.7213 -0.9099 0.2824
H 1.9506 -1.1104 -0.2907 1.9957 0.1878 0.1229
H 1.2831 -3.3896 -0.0193 -2.1725 2.0259 -0.1665
H 1.6728 1.4296 0.1551 -1.3273 0.4571 -0.5956
H 0.1157 2.0013 0.8426 -0.2785 -0.4923 -0.6367
H 0.1938 1.7906 -1.0662 0.9271 -0.0865 2.5383
H -5.4984 0.3417 0.4372 0.0634 -0.2097 0.0931
```
Positions in Å, forces in eV/Å.

highest occupied orbital energy (alpha / beta)	-3.85 / -3.85	eV
E_tot	-30479.098	eV
net charge	-1
energy relative to the best compared isomer or geometry (same formula, charge and spin)	74.61	kcal per mole

natural (NBO) atomic charge list, values in e, 8 entries:
1. C -0.161
2. C -0.391
3. C -0.276
4. C -0.059
5. C 0.290
6. C -0.603
7. N -1.272
8. O -1.065